# C8H17N2

An isolated ion of composition C8H17N2 and charge +1 in a non-equilibrium geometry (ωB97M-V/def2-TZVPD, OMol25).

Calculated values
- LUMO energy (spin up / spin down): -4.0 / -4.1 eV
- HOMO level (spin up / spin down): -13.375 / -12.600 eV
- Net charge: +1
- Total energy: -424.07200 Ha
- Kohn-Sham gap (spin up / spin down): 9.331 / 8.528 eV

Each line ends with the Löwdin charge.
Cartesian coordinates (Å):
C -1.81 -0.80 0.79  0.26
C -0.62 -0.86 1.21  -0.37
C 0.33 0.56 -0.54  -0.50
C -0.21 -1.32 2.62  0.04
C 0.27 1.82 0.35  0.01
C 1.51 0.70 -1.54  0.02
C -1.72 1.18 -1.78  -0.09
C 0.96 -1.84 -0.28  -0.02
N -0.83 0.12 -1.30  0.07
N 0.62 -0.64 0.43  -0.06
H -2.87 -0.54 0.88  0.11
H -0.13 -0.41 3.08  0.07
H 0.68 -1.88 2.45  0.08
H -1.02 -1.86 2.93  0.07
H 0.09 2.71 -0.15  0.06
H 1.29 1.97 0.77  0.11
H -0.56 1.68 1.04  0.09
H 1.23 1.56 -2.01  0.07
H 1.62 -0.13 -2.15  0.06
H 2.36 0.68 -0.90  0.09
H -1.86 1.98 -1.11  0.06
H -1.32 1.50 -2.71  0.09
H -2.73 0.79 -1.86  0.09
H 0.22 -2.15 -1.08  0.15
H 2.08 -1.77 -0.58  0.15
H 1.04 -2.65 0.35  0.07
H 1.39 -0.41 1.09  0.19

# C8H17N2O2

An isolated ion of composition C8H17N2O2 and charge +1 in a non-equilibrium geometry (ωB97M-V/def2-TZVPD, OMol25).

Calculated values
- LUMO energy (spin up / spin down): -4.0 / -4.0 eV
- HOMO level (spin up / spin down): -12.652 / -12.654 eV
- SMILES: CC(C)C(=[NH+]/[O-])/[NH+]=C(/O)C(C)C
- Net charge: +1
- Total energy: -574.64949 Ha
- Kohn-Sham gap (spin up / spin down): 8.683 / 8.685 eV

Each line ends with the Löwdin charge.
Cartesian coordinates (Å):
C 1.26 -0.06 0.30  -0.21
C -0.96 -1.11 0.22  -0.22
C 2.79 -0.94 -1.39  0.00
C 1.87 1.50 -1.52  -0.02
C -2.02 1.23 0.01  -0.01
C -3.23 -0.55 1.37  -0.03
C 2.34 0.36 -0.65  -0.29
C -1.81 -0.07 0.85  -0.31
N 1.28 0.22 1.59  -0.03
N 0.29 -0.96 -0.11  0.22
O 0.37 -0.18 2.35  -0.09
O -1.44 -2.26 -0.23  0.22
H 3.56 -0.57 -1.92  0.06
H 2.13 -1.20 -2.14  0.08
H 2.99 -1.64 -0.70  0.07
H 2.23 1.30 -2.50  0.09
H 2.22 2.47 -1.27  0.09
H 0.84 1.65 -1.48  0.05
H -2.69 1.89 0.57  0.10
H -2.33 0.96 -0.97  0.07
H -0.96 1.73 0.04  0.11
H -3.89 -0.61 0.58  0.05
H -3.52 0.28 2.06  0.10
H -3.31 -1.49 2.04  0.13
H 3.11 0.63 -0.02  0.12
H -1.32 0.41 1.74  0.14
H 1.89 1.08 1.88  0.24
H 0.62 -1.69 -0.77  0.19
H -2.30 -2.39 0.07  0.10

# C8H17N2O2S

A 2-piece molecular cluster, C8H17N2O2S overall in a non-equilibrium geometry (ωB97M-V/def2-TZVPD, OMol25).

Calculated values
- LUMO energy: -3.0 eV
- HOMO level: -12.446 eV
- Net charge: +1
- Total energy: -972.85209 Ha
- Kohn-Sham gap: 9.428 eV

Each line ends with the Löwdin charge.
Cartesian coordinates (Å):
C -2.78 0.23 0.01  -0.27
C 1.83 1.81 0.69  -0.21
C 0.39 2.19 0.19  -0.11
C 2.57 0.73 -0.05  -0.37
C -0.52 -0.05 0.34  -0.30
C 0.33 -1.25 -0.15  -0.62
C 0.14 -2.66 0.52  -0.10
C 0.21 -1.35 -1.74  -0.03
N -3.50 -0.57 0.70  0.21
N -0.36 1.13 -0.56  0.04
O -2.87 1.15 -0.77  0.09
O -0.39 0.31 1.65  -0.01
S 2.05 -0.97 0.55  1.00
H 2.24 2.74 0.54  0.08
H 1.71 1.67 1.79  0.13
H -0.31 2.62 0.88  0.12
H 0.58 3.08 -0.59  0.17
H 2.56 0.75 -1.11  0.07
H 3.57 0.87 0.16  0.06
H -0.81 -3.07 0.33  0.07
H 0.24 -2.41 1.56  0.06
H 0.91 -3.31 0.14  0.08
H 1.08 -1.98 -1.93  0.09
H 0.41 -0.45 -2.30  0.06
H -0.62 -1.70 -2.22  0.06
H -3.40 -1.57 0.95  0.16
H -4.45 -0.31 0.81  0.12
H -1.35 1.36 -0.99  0.13
H 0.10 0.96 -1.44  0.12
H 0.44 0.02 2.05  0.07